(1)
ORCA calculation (wB97M-V/def2-TZVPD) on H8N2O10Zn as an isolated structure at a distorted geometry.

* total energy: -71987.162 eV
* ΔE to the lowest compared entry with this formula, charge and spin: 10.9802 eV
* lowest unoccupied orbital energy: -6.44 eV
* frontier orbital gap: 2.04 eV

Geometry as ORCA input:
```
! wB97M-V def2-TZVPD RIJCOSX def2/J DEFGRID3
* xyz 0 1
Zn -14.47491 1.01820 7.35203
N -13.90740 -4.24383 6.15745
O -13.41560 -5.13841 5.49583
O -13.90948 -3.03879 5.84630
O -14.35478 -4.51780 7.21364
N -17.27243 3.79799 3.38188
O -18.32998 4.29602 3.72341
O -16.75751 2.92133 4.05847
O -16.69232 4.12346 2.38019
O -17.48425 -0.17108 8.99150
H -18.37227 -0.05921 8.65220
H -17.59605 -0.23527 9.93998
O -14.86261 4.36614 9.14172
H -14.36544 4.63187 9.91531
H -15.17492 5.18797 8.76319
O -12.60494 -0.85664 10.06279
H -13.03303 -1.71009 10.13063
H -11.89268 -0.89401 10.70117
O -11.08424 2.20146 5.60398
H -10.87350 2.87520 4.95755
H -10.30378 1.64829 5.63725
*
```

(2)
ORCA calculation (wB97M-V/def2-TZVPD) on one molecule with the formula H8N3OPSi at a distorted geometry.

* total energy: -23811.889 eV
* ΔE to the lowest compared entry with this formula, charge and spin: 3.5923 eV
* structure (SMILES): NP(N)(=O)N[SiH3]
* lowest unoccupied orbital energy (alpha / beta): 0.29 / 0.29 eV
* frontier orbital gap (alpha / beta): 8.67 / 8.67 eV

Geometry as ORCA input:
```
! wB97M-V def2-TZVPD RIJCOSX def2/J DEFGRID3
* xyz 0 1
N -1.23072 1.06409 -1.17985
P -0.25062 -0.25591 -0.88846
N 1.30772 0.34984 -1.05075
O -1.33397 -1.83926 -1.83547
N -0.29454 -0.82691 0.65564
Si 0.28958 -0.14075 2.16083
H -0.85149 2.04455 -1.14661
H -1.63867 0.85947 -2.11874
H 2.11986 -0.03514 -0.65630
H 1.39769 0.82724 -2.06699
H -0.58530 -1.80257 0.66771
H -0.95451 -0.17194 3.08153
H 1.28376 -1.20563 2.70221
H 0.74121 1.13293 1.67525
*
```

(3)
ORCA calculation (wB97M-V/def2-TZVPD) on H8O12S2Zn as an isolated structure at a distorted geometry.

* total energy: -94789.533 eV
* ΔE to the lowest compared entry with this formula, charge and spin: 3.3841 eV
* lowest unoccupied orbital energy: 3.29 eV
* frontier orbital gap: 3.95 eV

Geometry as ORCA input:
```
! wB97M-V def2-TZVPD RIJCOSX def2/J DEFGRID3
* xyz -2 1
Zn -13.19262 -19.84059 8.56952
S -15.73632 -19.40787 10.70681
O -16.68809 -18.30114 10.50010
O -16.46743 -20.67793 10.82484
O -14.78849 -19.55123 9.56672
O -14.89614 -19.14136 11.89254
S -11.92646 -16.86084 8.79119
O -10.83852 -16.34916 9.66536
O -11.90609 -18.34277 8.78786
O -13.24322 -16.36369 9.20629
O -11.68943 -16.46426 7.37670
O -14.09449 -21.69859 8.15060
H -13.80013 -22.53653 8.52600
H -14.66882 -21.93543 7.41377
O -13.90617 -18.81455 6.99235
H -13.34070 -18.61761 6.23932
H -14.43429 -18.01035 7.13721
O -11.57033 -20.49897 7.19028
H -11.24854 -19.94502 6.46782
H -11.53400 -21.40359 6.85592
O -12.26853 -20.59601 10.26986
H -12.39541 -20.13954 11.12126
H -11.73994 -21.37619 10.46147
*
```

(4)
ORCA calculation (wB97M-V/def2-TZVPD) on H8O4 as an isolated structure at a distorted geometry.

* total energy: -8307.800 eV
* ΔE to the lowest compared entry with this formula, charge and spin: 12.8757 eV
* lowest unoccupied orbital energy: -0.20 eV
* frontier orbital gap: 6.72 eV

Geometry as ORCA input:
```
! wB97M-V def2-TZVPD RIJCOSX def2/J DEFGRID3
* xyz 0 1
O -0.62680 -1.09841 1.12901
H -0.19143 -1.65228 1.77701
H -1.00744 -1.71480 0.50339
O 0.30979 -0.27525 -0.98702
H 0.59210 -1.10296 -1.37615
H 0.03698 0.25968 -1.73245
O 0.44878 0.36709 0.70023
H 0.62501 -0.15113 -0.08502
H -0.24596 -0.11137 1.15261
O -0.02343 2.03372 -0.03228
H -0.38913 2.22234 -0.89653
H 0.47151 1.22332 -0.15277
*
```

(5)
ORCA calculation (wB97M-V/def2-TZVPD) on a 4-piece molecular cluster, H8O4 overall at a distorted geometry.

* total energy: -8319.828 eV
* ΔE to the lowest compared entry with this formula, charge and spin: 0.8485 eV
* structure (SMILES): O.O.O.O
* lowest unoccupied orbital energy: -0.01 eV
* frontier orbital gap: 10.66 eV

Geometry as ORCA input:
```
! wB97M-V def2-TZVPD RIJCOSX def2/J DEFGRID3
* xyz 0 1
O -1.70656 -0.13871 -1.84578
H -1.29160 0.72824 -1.96628
H -1.33944 -0.44025 -0.99752
O 0.23185 -0.75589 0.32470
H 0.89421 -0.03910 0.27706
H 0.71663 -1.57252 0.45398
O 2.12908 0.90259 -0.43731
H 1.78417 0.67826 -1.31831
H 2.85717 0.26335 -0.41610
O -1.64497 -0.10727 2.19421
H -1.01753 -0.37019 1.49365
H -1.61302 0.85148 2.23771
*
```

(6)
ORCA calculation (wB97M-V/def2-TZVPD) on a 4-piece molecular cluster, H8O4 overall.

* total energy: -8319.742 eV
* ΔE to the lowest compared entry with this formula, charge and spin: 0.9336 eV
* structure (SMILES): O.O.O.O
* lowest unoccupied orbital energy: -0.05 eV
* frontier orbital gap: 10.81 eV

Geometry as ORCA input:
```
! wB97M-V def2-TZVPD RIJCOSX def2/J DEFGRID3
* xyz 0 1
O -1.39785 -2.58783 0.13542
H -0.44378 -2.38524 0.15525
H -1.73329 -2.17555 -0.66784
O 1.44223 -1.95067 0.13929
H 1.73877 -1.60216 -0.71071
H 2.18781 -2.47336 0.45840
O 0.00390 1.14333 -0.36364
H 0.19226 0.19802 -0.39047
H 0.62787 1.53602 -0.98808
O -1.25417 3.52317 0.72532
H -0.57170 3.98918 1.21870
H -0.79204 2.78506 0.28837
*
```

(7)
ORCA calculation (wB97M-V/def2-TZVPD) on a 4-piece molecular cluster, H8O4 overall at a distorted geometry.

* total energy: -8319.878 eV
* ΔE to the lowest compared entry with this formula, charge and spin: 0.7978 eV
* structure (SMILES): O.O.O.O
* lowest unoccupied orbital energy: 0.12 eV
* frontier orbital gap: 10.70 eV

Geometry as ORCA input:
```
! wB97M-V def2-TZVPD RIJCOSX def2/J DEFGRID3
* xyz 0 1
O -0.00523 -2.34702 1.89993
H -0.10311 -1.44888 1.50525
H 0.48431 -2.85866 1.24972
O 1.22370 0.03981 -1.21846
H 1.56450 -0.85757 -1.30917
H 1.71573 0.56050 -1.86508
O -1.56285 2.06721 -1.15922
H -0.99876 1.28874 -1.10886
H -2.40872 1.77346 -0.80518
O -0.13894 0.25279 1.04538
H -0.07594 1.05525 1.57379
H 0.30531 0.47438 0.19190
*
```

(8)
ORCA calculation (wB97M-V/def2-TZVPD) on a 4-piece molecular cluster, H8O4 overall.

* total energy: -8307.731 eV
* ΔE to the lowest compared entry with this formula, charge and spin: 1.7402 eV
* lowest unoccupied orbital energy (alpha / beta): -2.89 / -11.97 eV
* frontier orbital gap (alpha / beta): 9.32 / 0.23 eV

Geometry as ORCA input:
```
! wB97M-V def2-TZVPD RIJCOSX def2/J DEFGRID3
* xyz 1 2
O -15.88334 8.62267 5.34622
H -15.33890 8.04685 5.88432
H -15.95835 9.44676 5.82975
H 4.44660 -2.53876 2.20532
O 4.75832 -2.73947 1.29534
H 4.06169 -3.20430 0.80071
O 6.69354 -5.73225 -1.11609
H 6.86552 -6.53692 -1.65092
H 7.58281 -5.41612 -0.88739
O 4.47658 -0.21048 -5.69855
H 4.61792 0.73609 -5.81282
H 3.67761 -0.47407 -6.19590
*
```